{
  "formula": "C5H10Br2FNO2",
  "method": "wB97M-V/def2-TZVPD",
  "species": ["C", "C", "Br", "C", "Br", "N", "C", "C", "O", "F", "H", "H", "H", "H", "H", "H", "H", "O", "H", "H", "H"],
  "positions_angstrom": [[1.558, 0.328, 0.477], [0.636, 1.264, -0.287], [1.708, 2.556, -1.282], [-0.526, 1.784, 0.631], [-0.550, 3.756, 0.781], [-1.743, 1.297, 0.206], [-1.816, -0.092, 0.498], [-3.103, -0.658, -0.043], [-4.222, -0.407, 0.195], [-2.825, -1.666, -0.967], [1.769, 0.661, 1.493], [2.511, 0.210, -0.053], [1.048, -0.637, 0.552], [0.122, 0.722, -1.081], [-0.241, 1.502, 1.669], [-0.995, -0.726, 0.070], [-1.807, -0.328, 1.593], [2.034, -2.240, -1.050], [2.032, -2.862, -0.292], [1.481, -2.536, -1.806], [2.928, -1.926, -1.305]],
  "mulliken_charge": [-0.91, -0.23, -0.16, 0.08, -0.25, -0.72, 0.32, 0.22, -0.45, -0.28, 0.33, 0.32, 0.15, 0.30, 0.35, -0.18, 0.23, -0.53, 0.46, 0.46, 0.48],
  "charge": 0,
  "largest_force_ev_per_a": 0.41,
  "e_tot_ev": -153728.610
}